Record 1
Molecular formula: C47H53BI2N10ORuS3
Method: DFT, ωB97M-V/def2-TZVPD

Values from the calculation:
DFT total energy   -118490.2757 eV
HOMO energy (spin up / spin down)   -14.5 / -14.7 eV
⟨S²⟩   8.818
ΔE to the lowest compared entry with this formula, charge and spin   2.7 kcal/mol
Charge   +3
Multiplicity   6
Orbital gap (spin up / spin down)   7.44 / 4.97 eV

Cartesian coordinates (Å):
Ru (12.39, 13.69, 23.22)
C (7.27, 10.86, 22.96)
C (8.54, 10.77, 23.83)
C (8.66, 9.78, 24.77)
C (9.72, 9.83, 25.73)
N (10.50, 10.86, 25.80)
N (10.36, 11.80, 24.83)
B (11.19, 13.09, 25.01)
N (10.32, 14.26, 25.43)
N (9.07, 14.09, 25.89)
C (8.40, 15.12, 26.35)
C (8.96, 16.46, 26.32)
C (10.24, 16.59, 25.80)
C (11.14, 17.78, 25.90)
C (10.85, 15.43, 25.25)
S (12.46, 15.43, 24.67)
C (6.94, 14.89, 26.82)
C (6.37, 13.60, 26.10)
C (6.87, 14.72, 28.33)
C (6.15, 16.08, 26.44)
N (12.15, 13.01, 26.26)
N (11.54, 13.19, 27.42)
C (12.25, 13.13, 28.52)
C (13.61, 12.93, 28.43)
C (14.19, 12.62, 27.26)
C (15.55, 12.12, 27.07)
C (13.36, 12.65, 26.11)
S (13.86, 12.57, 24.44)
C (11.47, 13.56, 29.82)
C (10.02, 13.00, 29.97)
C (11.48, 15.13, 29.71)
C (12.16, 13.14, 31.14)
C (9.44, 11.79, 23.86)
S (9.44, 13.25, 22.93)
C (9.92, 8.75, 26.76)
C (9.07, 7.48, 26.51)
C (11.42, 8.26, 26.69)
C (9.72, 9.27, 28.19)
H (6.51, 10.19, 23.29)
H (7.58, 10.45, 22.02)
H (6.89, 11.84, 22.83)
H (7.99, 8.94, 24.78)
H (8.43, 17.25, 26.76)
H (10.69, 18.58, 26.42)
H (11.48, 18.09, 24.90)
H (11.94, 17.53, 26.61)
H (6.91, 12.70, 26.45)
H (6.48, 13.68, 25.00)
H (5.28, 13.47, 26.25)
H (7.46, 13.89, 28.75)
H (5.84, 14.57, 28.66)
H (7.24, 15.68, 28.75)
H (6.25, 16.40, 25.39)
H (6.41, 17.01, 27.03)
H (5.08, 15.94, 26.64)
H (14.19, 12.87, 29.36)
H (16.13, 12.73, 26.39)
H (15.43, 11.10, 26.72)
H (16.17, 12.11, 28.02)
H (10.00, 12.13, 30.63)
H (9.49, 12.71, 29.01)
H (9.38, 13.75, 30.51)
H (10.68, 15.29, 28.98)
H (12.45, 15.48, 29.40)
H (11.24, 15.64, 30.67)
H (12.24, 12.05, 31.10)
H (11.61, 13.45, 32.08)
H (13.17, 13.55, 31.27)
H (9.23, 7.03, 25.56)
H (7.99, 7.82, 26.61)
H (9.25, 6.77, 27.27)
H (11.72, 7.99, 25.64)
H (11.64, 7.44, 27.42)
H (11.95, 9.15, 26.91)
H (8.65, 9.54, 28.45)
H (10.38, 10.19, 28.23)
H (10.03, 8.46, 28.83)
C (15.64, 22.25, 12.55)
O (14.35, 21.91, 13.18)
C (14.37, 21.16, 14.29)
C (15.58, 20.80, 15.04)
C (15.50, 20.04, 16.12)
C (14.17, 19.54, 16.54)
C (12.97, 19.96, 15.80)
C (13.06, 20.76, 14.78)
C (14.07, 18.71, 17.75)
N (12.88, 18.39, 18.24)
C (13.02, 17.41, 19.11)
C (14.32, 17.01, 19.14)
N (14.99, 17.90, 18.29)
C (14.79, 15.97, 20.02)
C (16.12, 15.47, 20.02)
C (16.39, 14.41, 20.90)
C (15.41, 14.00, 21.79)
N (14.20, 14.58, 21.81)
C (13.84, 15.57, 20.97)
C (12.45, 16.00, 21.08)
N (11.61, 15.44, 21.90)
C (10.36, 16.01, 21.99)
C (9.87, 16.90, 21.15)
C (10.60, 17.28, 20.04)
C (12.01, 16.88, 20.06)
H (15.32, 22.62, 11.60)
H (16.23, 21.40, 12.59)
H (16.16, 22.97, 13.17)
H (16.54, 21.37, 14.83)
H (16.25, 19.88, 16.87)
H (12.04, 19.49, 16.17)
H (12.07, 21.08, 14.34)
H (16.02, 17.86, 18.08)
H (16.91, 15.67, 19.31)
H (17.34, 13.89, 20.86)
H (15.65, 13.08, 22.39)
H (9.65, 15.55, 22.63)
H (8.94, 17.29, 21.35)
H (10.25, 17.97, 19.30)
I (12.49, 11.68, 21.35)
I (9.71, 12.68, 19.99)



Record 2
Molecular formula: C3H24NO10
Method: DFT, ωB97M-V/def2-TZVPD

Values from the calculation:
DFT total energy   -25456.2965 eV
HOMO energy   -13.6 eV
ΔE to the lowest compared entry with this formula, charge and spin   97.1 kcal/mol
Charge   +1
Orbital gap   10.91 eV

Cartesian coordinates (Å):
O (1.32, 0.42, -1.72)
C (0.27, 0.96, -1.40)
C (-0.63, 0.10, -0.57)
C (-0.56, 0.47, 0.98)
O (-0.23, 1.81, 1.22)
N (-0.08, -1.36, -0.66)
H (-0.06, 1.97, -1.85)
H (-1.64, 0.16, -1.03)
H (-0.08, -0.33, 1.42)
H (-1.57, 0.39, 1.43)
H (0.68, 1.82, 1.20)
H (-0.80, -2.03, -0.88)
H (0.68, -1.37, -1.34)
H (0.43, -1.73, 0.22)
H (1.49, -0.52, 2.71)
H (2.56, 0.75, 2.77)
O (1.98, 0.13, 2.21)
H (-1.06, -1.18, 3.28)
H (-0.17, -2.30, 3.54)
O (-0.69, -1.84, 2.85)
H (1.28, -4.32, -1.67)
H (2.04, -3.38, -2.48)
O (1.78, -3.37, -1.64)
H (-4.46, -0.62, 1.50)
H (-3.84, 0.70, 2.04)
O (-3.69, -0.13, 1.73)
H (2.97, -1.94, 0.80)
H (2.99, -3.29, 0.38)
O (2.32, -2.71, 0.66)
H (2.95, 2.40, -2.54)
H (2.29, 3.16, -1.25)
O (2.55, 3.08, -2.12)
H (-2.30, 2.01, -3.13)
H (-1.68, 0.80, -3.81)
O (-2.22, 1.06, -3.13)
H (-1.29, 2.73, 0.37)
H (-1.75, 4.20, 0.09)
O (-1.79, 3.28, -0.18)



Record 3
Molecular formula: C5H11B2Br4O3
Method: DFT, ωB97M-V/def2-TZVPD

Values from the calculation:
DFT total energy   -293031.7665 eV
HOMO energy   -3.7 eV
ΔE to the lowest compared entry with this formula, charge and spin   3.9 kcal/mol
Charge   -1
Orbital gap   5.74 eV

Cartesian coordinates (Å):
C (-0.60, 2.68, -3.20)
C (0.47, 1.56, -3.25)
B (0.08, 0.58, -2.06)
O (-0.66, -0.53, -2.45)
B (0.53, 0.92, -0.41)
O (-0.59, 1.12, 0.61)
C (-0.43, 0.14, 1.59)
C (1.03, -0.25, 1.51)
Br (2.21, 1.09, 2.44)
O (1.25, -0.29, 0.17)
H (-0.14, 3.65, -3.03)
H (-1.17, 2.72, -4.13)
H (-1.32, 2.52, -2.39)
H (0.50, 1.07, -4.23)
H (1.45, 1.98, -3.02)
H (-1.05, -0.91, -1.67)
H (1.23, 1.95, -0.40)
H (-0.96, -0.79, 1.30)
H (-0.78, 0.47, 2.57)
H (1.34, -1.19, 1.96)
C (-0.45, -3.78, 3.71)
Br (1.00, -3.81, 2.44)
Br (-0.55, -2.10, 4.62)
Br (-2.12, -4.25, 2.88)
H (-0.23, -4.54, 4.45)



Record 4
Molecular formula: C14H26BeBrCl2KLi2N5O12P
Method: DFT, ωB97M-V/def2-TZVPD

Values from the calculation:
DFT total energy   -168459.6893 eV
HOMO energy   -6.1 eV
Orbital gap   1.36 eV

Cartesian coordinates (Å):
C (5.53, -0.80, 2.69)
O (4.81, -1.87, 2.11)
C (4.79, -1.77, 0.69)
C (3.90, -2.90, 0.20)
C (2.99, -2.46, -0.93)
N (1.74, -1.76, -0.53)
C (1.40, -0.57, -0.98)
N (0.22, -0.19, -0.49)
C (-0.16, -1.17, 0.29)
N (-1.33, -1.12, 0.98)
C (-2.21, 0.02, 0.82)
C (-3.12, 0.21, 2.06)
O (-3.08, -0.48, 3.01)
Cl (-4.38, 1.51, 2.05)
N (0.73, -2.19, 0.30)
P (0.67, -3.74, 1.15)
N (1.23, -3.53, 2.54)
O (-0.87, -4.22, 1.21)
O (1.40, -4.80, 0.26)
H (6.61, -0.85, 2.56)
H (5.16, 0.11, 2.21)
H (5.28, -0.75, 3.75)
H (4.42, -0.76, 0.39)
H (5.84, -1.97, 0.30)
H (3.41, -3.36, 1.05)
H (4.54, -3.68, -0.23)
H (3.53, -1.73, -1.53)
H (2.72, -3.27, -1.60)
H (2.00, -0.01, -1.67)
H (-1.63, -1.86, 1.59)
H (-1.65, 0.90, 0.53)
H (-2.89, -0.24, -0.01)
H (2.03, -4.11, 2.77)
H (-1.20, -4.04, 2.14)
H (0.83, -5.55, 0.02)
O (5.33, 2.31, 1.46)
H (4.73, 3.07, 1.54)
Li (-2.56, -3.89, 0.22)
Br (7.86, -1.72, 0.30)
C (2.80, 3.16, -0.60)
O (2.02, 3.97, -1.08)
O (3.41, 3.43, 0.52)
O (3.05, 2.00, -1.01)
K (-2.84, 2.59, 0.32)
Li (3.76, 0.98, 1.89)
C (-6.13, 5.50, -4.68)
C (-6.14, 6.44, -3.47)
C (-5.80, 5.49, -2.34)
O (-4.96, 4.47, -2.91)
C (-4.99, 4.55, -4.34)
H (-5.97, 6.02, -5.63)
H (-7.08, 4.96, -4.73)
H (-5.34, 7.22, -3.54)
H (-7.10, 6.94, -3.32)
H (-6.69, 4.99, -1.93)
H (-5.27, 5.99, -1.52)
H (-4.04, 4.96, -4.68)
H (-5.13, 3.55, -4.76)
Be (-0.16, 0.19, 2.67)
C (-0.79, -6.63, 3.03)
O (-1.74, -5.77, 3.02)
O (0.44, -6.12, 3.50)
O (-0.81, -7.79, 2.67)
H (0.18, -5.22, 3.73)
Cl (-3.26, 7.39, -4.04)